Entry 1:
60
Properties=species:S:1:pos:R:3:forces:R:3 method="wB97M-V/def2-TZVPD" charge=0 e_lumo_ev=0.60 max_force_ev_per_a=0.75 spin_multiplicity=1 smiles="O=C(CCCCCNC(=O)N1CCn2c1nc1ccccc12)NCCc1ccccc1" total_energy_ev=-36907.185 homo_lumo_gap_ev=8.8
O 1.92993 2.51151 -3.59292 0.37 0.03 -0.13
C 0.78949 2.17247 -3.34290 -0.53 -0.18 -0.08
N 0.10729 2.64377 -2.27641 -0.22 0.18 0.31
H -0.82783 2.30753 -2.08961 0.06 -0.13 -0.10
C 0.67851 3.63554 -1.39151 0.11 0.26 0.02
H 1.76626 3.54149 -1.46022 -0.12 0.07 0.03
H 0.40560 4.63924 -1.74674 0.15 -0.10 0.06
C 0.20299 3.49034 0.05072 0.04 -0.04 -0.25
C 0.75974 2.31834 0.82093 -0.09 0.08 0.06
C 0.76560 2.37249 2.21219 -0.01 0.01 -0.02
C 1.25661 1.32073 2.96501 0.03 0.02 0.10
C 1.75252 0.19006 2.33805 0.08 -0.07 0.05
C 1.74807 0.12324 0.95635 0.10 -0.05 0.03
C 1.25655 1.17793 0.20501 0.08 0.01 -0.05
H 1.27521 1.11266 -0.87008 0.01 0.00 -0.11
H 2.13014 -0.75542 0.45850 0.03 -0.09 -0.05
H 2.13748 -0.63192 2.92305 0.02 -0.08 0.06
H 1.25814 1.38405 4.04415 0.01 0.01 0.09
H 0.38740 3.25640 2.70947 -0.02 0.10 0.04
H 0.46324 4.40705 0.58618 -0.08 -0.02 -0.03
H -0.89197 3.43065 0.04039 -0.02 0.10 0.06
C 0.00339 1.19630 -4.20289 0.28 -0.08 -0.20
C 0.88448 0.01596 -4.61525 0.03 0.14 0.16
H 1.81123 0.43767 -5.00944 -0.08 -0.04 -0.07
C 1.22195 -0.93553 -3.45935 -0.03 -0.19 -0.27
H 1.19009 -0.39264 -2.51417 0.10 0.03 0.14
C 0.30973 -2.15923 -3.36588 -0.05 0.26 0.17
H 0.22902 -2.62621 -4.34941 0.02 -0.08 -0.01
H 0.76202 -2.88817 -2.68858 0.00 -0.11 -0.04
C -1.09913 -1.85636 -2.85752 0.01 -0.11 -0.30
N -1.09571 -1.46586 -1.46652 0.19 -0.20 -0.04
C -1.65272 -0.34142 -0.99615 0.17 -0.27 0.35
O -2.09686 0.58124 -1.65753 -0.33 0.38 -0.18
N -1.70446 -0.29924 0.39468 -0.06 0.05 -0.01
C -1.13373 -1.17564 1.26490 0.22 -0.42 0.58
N -0.44128 -2.27003 1.13368 -0.09 0.07 -0.58
C -0.14566 -2.62956 2.43810 -0.19 0.27 0.47
C 0.58768 -3.70305 2.91761 -0.08 0.15 -0.08
C 0.74396 -3.81661 4.28651 0.10 -0.12 0.11
C 0.18700 -2.89302 5.16765 0.04 -0.02 0.12
C -0.55192 -1.81499 4.71346 -0.11 0.17 -0.02
C -0.70955 -1.69363 3.34669 0.29 -0.52 0.02
N -1.34988 -0.78004 2.54714 0.05 -0.18 -0.61
C -2.11553 0.43159 2.63379 -0.19 0.30 0.38
H -3.05062 0.26678 3.17919 0.09 0.05 -0.08
H -1.54415 1.21842 3.13550 -0.10 -0.08 -0.08
C -2.36570 0.76503 1.14400 -0.26 0.43 -0.32
H -1.93826 1.72968 0.86588 -0.07 -0.08 0.08
H -3.43074 0.77559 0.89449 0.13 0.06 0.08
H -0.98283 -1.09702 5.39477 -0.03 0.06 0.10
H 0.33636 -3.02048 6.22934 0.01 -0.01 0.08
H 1.31403 -4.64193 4.68640 0.04 -0.07 0.03
H 1.02153 -4.41784 2.23717 0.05 -0.09 -0.09
H -0.71516 -2.12063 -0.78830 -0.04 -0.02 0.01
H -1.56248 -1.05347 -3.43034 -0.04 -0.11 0.02
H -1.71835 -2.75635 -2.96552 0.01 0.16 -0.04
H 2.24444 -1.29484 -3.59032 0.02 0.04 0.10
H 0.40127 -0.54193 -5.42004 0.01 0.00 -0.06
H -0.89171 0.87885 -3.67280 -0.06 0.03 -0.03
H -0.30272 1.74048 -5.10056 -0.05 0.05 0.04

=====

Entry 2:
95
Properties=species:S:1:pos:R:3:forces:R:3 method="wB97M-V/def2-TZVPD" charge=+2 e_lumo_ev=-10.86 max_force_ev_per_a=5.00 spin_multiplicity=1 total_energy_ev=-144665.681 homo_lumo_gap_ev=0.9
C -1.86972 -2.06814 1.35022 0.65 0.30 0.34
B -1.41914 -0.67240 0.76587 -0.43 -0.14 -0.04
O -2.27052 0.39728 0.93044 0.88 -0.14 0.47
C -0.08082 -0.34308 -0.06226 -1.23 0.01 -2.83
C -0.61036 0.11488 -1.51486 0.08 -0.57 4.04
N -1.04504 0.43406 -2.52699 -0.64 0.33 0.06
P 0.95561 1.19489 0.54597 2.73 0.30 -0.22
O 0.65459 2.33112 -0.57494 -0.98 -0.52 1.10
Cl 0.27622 1.95463 2.33727 -0.79 -0.27 -0.48
C 0.92056 -1.58723 -0.26060 -1.34 1.13 -0.79
F 2.01049 -1.08438 -1.07393 -0.05 -0.90 2.21
C 0.10106 -2.66824 -1.20950 2.25 2.81 3.17
N -0.52155 -3.46626 -1.71496 -0.90 -2.30 -1.73
N 1.37166 -2.23083 0.87666 -0.36 -0.85 -1.16
C 1.62099 -3.67386 0.64490 0.41 -0.31 0.80
C 2.61323 -1.61987 1.45198 -1.19 1.85 3.04
C 2.41932 -0.88516 2.77548 -1.53 -0.58 -0.34
O 3.66573 -1.71387 0.99058 2.16 -0.97 -2.06
H -2.61396 -2.51191 0.67788 -0.01 0.05 0.15
H -2.34389 -1.87810 2.32214 -0.18 -0.19 -0.19
H -1.06759 -2.78452 1.54003 -0.11 0.02 -0.16
H -2.52877 0.36754 1.86649 -0.65 0.22 -0.38
H -0.22676 2.73046 -0.45070 0.18 0.17 -0.46
H 0.70101 -4.26454 0.70193 -0.06 0.32 -0.11
H 2.24567 -4.03307 1.46086 0.05 -0.08 -0.20
H 2.19655 -3.87199 -0.26770 0.01 0.06 0.13
H 2.70779 -1.54930 3.59533 0.31 0.11 -0.13
H 1.34426 -0.71803 2.91711 0.21 0.23 0.13
H 2.96007 0.05765 2.78205 0.18 -0.18 0.01
Mg 0.37338 -5.62243 -2.62810 -0.09 0.42 0.29
B 4.08999 5.76903 -1.49619 0.43 1.22 -1.31
O 3.37904 5.48482 -0.20085 0.06 -0.48 -0.02
C 3.54545 4.22706 0.09283 -0.43 0.17 0.62
O 3.09459 3.67500 1.07239 0.18 -0.47 -0.46
C 4.39283 3.56496 -0.99977 0.71 -0.67 -0.82
O 4.70800 2.40409 -1.00118 -0.28 -0.01 0.19
O 4.69489 4.45855 -1.90158 -0.42 -0.01 0.67
F 5.07302 6.71416 -1.29569 -0.10 -0.19 0.27
F 3.18138 6.19466 -2.44541 -0.08 -0.23 0.28
C -5.77400 -0.93763 0.34681 -0.06 -0.18 0.12
O -5.70372 -2.19118 1.01733 -0.23 0.14 -0.30
C -6.60569 -2.27151 2.13517 0.24 -0.34 0.05
C -7.83888 -3.06583 1.77670 -0.15 0.25 0.43
O -8.60445 -2.37578 0.78495 0.45 -0.07 -0.13
C -8.38308 -2.89172 -0.48140 -0.89 0.20 -0.26
H -5.24154 -1.03296 -0.60722 0.18 0.04 0.05
H -6.80709 -0.63833 0.14725 0.00 0.06 0.09
H -5.27975 -0.16257 0.93534 -0.02 0.12 -0.15
H -6.87091 -1.27326 2.49048 -0.03 0.01 -0.09
H -6.07727 -2.78567 2.94077 0.02 0.02 -0.02
H -8.47160 -3.17552 2.65896 0.00 0.02 -0.02
H -7.56789 -4.06830 1.43276 -0.01 0.01 -0.02
H -8.88302 -3.85728 -0.60678 0.21 -0.09 -0.16
H -7.30211 -3.01323 -0.65520 -0.09 -0.36 0.88
H -8.78926 -2.18846 -1.21706 -0.10 -0.02 0.03
F 6.01899 -4.00139 0.18704 -0.47 -0.33 0.37
Al 5.40892 -5.22560 1.20228 1.04 -0.15 0.27
F 3.71017 -5.35368 0.95687 0.19 -0.03 0.04
F 5.73748 -4.82886 2.86498 -0.33 -0.04 -0.77
F 6.13829 -6.70987 0.81503 -0.44 0.50 0.17
K 1.06178 -0.94937 -3.00143 0.58 0.28 -4.79
B -2.26863 -0.03525 -8.11111 -0.29 0.27 -0.64
O -1.44026 -0.82877 -7.16129 -0.04 0.33 0.29
C -1.11809 -0.05124 -6.16132 0.35 -0.99 -0.12
O -0.45545 -0.39584 -5.20939 0.38 -0.23 0.42
C -1.71341 1.32341 -6.37818 -0.52 1.33 -0.25
O -1.60282 2.25478 -5.63557 0.11 -0.22 0.19
O -2.38262 1.31391 -7.52138 0.39 -0.66 0.38
O -1.64670 0.01126 -9.44287 -0.54 -0.27 0.43
C -2.49828 -0.51457 -10.32254 1.14 0.42 -0.64
O -2.30361 -0.62999 -11.49040 -0.17 -0.10 -0.01
C -3.75574 -0.94456 -9.57588 -1.07 -0.34 0.56
O -4.72004 -1.45609 -10.05223 0.06 -0.03 -0.10
O -3.59620 -0.65475 -8.28538 0.54 0.10 -0.13
C 7.91778 -3.07501 5.53361 3.10 0.24 -1.99
C 6.61940 -3.23304 6.46271 -4.40 -0.47 2.34
O 6.93404 -3.54665 7.59288 1.66 0.07 -0.63
O 5.57681 -3.01510 5.87334 1.44 0.26 -1.06
H 8.82522 -3.27485 6.09390 -0.39 -0.13 0.50
H 7.84487 -3.77200 4.69506 -0.81 -0.24 0.27
H 7.96073 -2.05758 5.14798 -0.71 0.15 0.35
Li -6.51410 -2.82015 -1.99615 0.35 0.28 -0.63
O 0.95509 4.88394 4.95654 -0.26 0.50 0.24
C 1.22440 5.62014 4.06905 0.46 -1.43 -0.15
O 0.79449 6.94201 4.03001 -0.09 1.23 0.71
C 1.19014 7.52324 2.78288 -0.17 -1.21 -0.50
C 2.35830 6.69992 2.28315 0.33 0.28 -0.18
C 2.01350 5.30931 2.81473 -0.26 1.12 0.36
H 0.33880 7.50728 2.10076 -0.01 0.37 0.03
H 1.46769 8.57965 2.98005 0.19 0.74 -0.27
H 2.48604 6.74601 1.20324 -0.07 0.02 0.19
H 3.28632 7.04543 2.74433 0.02 0.01 -0.03
H 1.37725 4.75748 2.12345 0.11 -0.05 0.13
H 2.90527 4.73647 3.05031 -0.27 -0.16 0.01
Be 1.36518 9.22156 4.60885 -0.26 -0.87 0.06

=====

Entry 3:
64
Properties=species:S:1:pos:R:3:forces:R:3 method="wB97M-V/def2-TZVPD" charge=-2 e_lumo_ev=4.40 max_force_ev_per_a=0.62 spin_multiplicity=1 total_energy_ev=-60443.346 homo_lumo_gap_ev=5.9
Au 0.11539 0.07569 -0.35238 -0.22 -0.20 -0.23
C -2.95079 2.55889 -4.66306 -0.01 0.00 -0.02
C -2.73859 1.32824 -3.82207 -0.02 0.00 0.03
C -3.07949 1.33442 -2.46787 0.01 0.03 0.00
C -2.83725 0.23646 -1.66755 -0.01 -0.06 0.01
C -2.23634 -0.89593 -2.21048 -0.08 0.05 -0.06
C -1.92892 -0.93588 -3.55542 0.06 0.10 0.00
C -2.17782 0.17819 -4.35502 0.03 -0.04 0.00
S -1.91679 -2.32654 -1.19751 -0.01 0.03 -0.10
O -1.31212 -3.32296 -2.07471 -0.06 0.01 -0.06
O -3.21922 -2.72612 -0.67711 0.02 -0.05 0.05
N -0.95056 -1.75144 -0.10135 0.44 0.28 0.32
C -0.37118 -2.81073 0.74714 -0.12 -0.08 -0.02
C 0.59800 -2.36448 1.87380 0.03 0.19 -0.07
O 0.85776 -3.27401 2.69301 0.04 -0.10 0.00
O 1.06039 -1.20006 1.85469 -0.09 -0.03 -0.05
H -3.95768 2.96192 -4.53110 0.00 0.00 0.00
H -2.80863 2.33992 -5.72255 0.00 0.01 0.00
H -2.24544 3.34601 -4.38616 0.01 -0.01 0.00
H -3.51388 2.22845 -2.03179 -0.01 0.00 -0.01
H -3.08082 0.25150 -0.61361 0.00 -0.02 0.01
H -1.47091 -1.83156 -3.95468 -0.01 0.00 0.00
H -1.91211 0.15373 -5.40740 0.00 0.00 0.01
H 0.19122 -3.51896 0.12629 0.01 0.01 0.04
H -1.15986 -3.38324 1.24221 -0.04 0.01 -0.03
C -0.92864 2.34747 1.64772 -0.02 -0.05 0.05
Si 0.25287 3.13850 0.43504 0.00 -0.04 -0.11
C 1.62915 3.92463 1.45610 0.08 0.02 0.02
C -0.72141 4.55761 -0.36074 -0.04 0.07 0.01
N 0.85768 2.00033 -0.69715 0.05 -0.04 0.26
C 1.84163 2.25627 -1.60232 0.00 -0.03 -0.13
C 2.48011 1.20235 -2.30097 -0.01 0.01 0.01
C 3.46506 1.42888 -3.23968 0.00 -0.01 -0.01
C 3.89153 2.72049 -3.55020 -0.03 0.01 0.03
C 3.28639 3.77487 -2.87756 0.02 0.00 -0.01
C 2.29297 3.55982 -1.93507 -0.03 -0.02 0.03
H -1.19088 3.06796 2.43154 -0.01 0.01 -0.01
H -0.48134 1.46577 2.11397 0.00 0.01 0.00
H -1.84923 2.02484 1.15557 0.01 -0.01 0.00
H 1.23825 4.70635 2.11493 0.00 0.00 0.00
H 2.40795 4.36038 0.82643 0.00 0.00 0.02
H 2.09408 3.15356 2.07539 0.00 0.01 0.01
H -1.25417 5.10965 0.42110 -0.01 0.02 -0.02
H -1.46339 4.16097 -1.05915 0.00 -0.03 0.01
H -0.09766 5.26816 -0.90709 0.00 -0.01 0.00
H 2.16791 0.19555 -2.05771 0.00 0.02 0.00
H 3.91304 0.57397 -3.73822 0.00 0.00 0.01
H 4.66652 2.89573 -4.28673 0.00 0.00 0.00
H 3.58849 4.79603 -3.09257 0.00 0.00 0.00
H 1.84323 4.41764 -1.45130 0.00 0.00 0.00
C 5.50922 -3.72473 -3.55894 0.01 0.00 -0.01
C 4.25400 -3.23229 -2.89105 0.01 -0.01 0.04
C 3.22346 -2.65212 -3.61714 -0.02 0.03 -0.03
C 2.09862 -2.18713 -2.94630 0.03 -0.08 0.02
N 1.94804 -2.27107 -1.63203 0.03 -0.04 -0.09
C 2.92990 -2.83072 -0.93351 -0.02 0.04 0.13
C 4.09134 -3.32081 -1.51324 0.01 0.00 -0.06
H 5.39381 -3.75236 -4.64291 0.00 0.00 0.00
H 5.77008 -4.72749 -3.21558 0.00 0.00 0.00
H 6.35299 -3.07016 -3.32878 0.00 0.01 0.01
H 3.29358 -2.55108 -4.69451 0.00 0.00 0.00
H 1.28638 -1.71029 -3.48692 -0.02 -0.03 0.00
H 2.77631 -2.87370 0.14089 0.00 0.01 0.02
H 4.86233 -3.76128 -0.89101 -0.01 0.00 0.00

=====

Entry 4:
63
Properties=species:S:1:pos:R:3:forces:R:3 method="wB97M-V/def2-TZVPD" charge=0 e_lumo_ev=-0.96 max_force_ev_per_a=1.19 spin_multiplicity=1 smiles="O=C(Br)Cc1ccc2c(c1)C(=O)c1cccc(I)c1C2=O.COC[C@@H](C)N.COC[C@@H](C)N" total_energy_ev=-116734.549 homo_lumo_gap_ev=8.1
O -2.03601 -2.92814 5.95910 0.21 -0.55 0.51
C -2.35926 -2.19691 5.10112 0.10 0.19 0.15
Br -3.49262 -2.87819 3.65993 -0.07 0.18 -0.12
C -1.99581 -0.73270 5.04095 -0.41 -0.12 -1.11
C -1.56950 -0.31391 3.65054 0.00 0.31 0.03
C -0.55242 -0.99724 2.98265 -0.03 0.03 0.19
C -0.17520 -0.64976 1.69704 -0.22 0.27 0.14
C -0.84676 0.39312 1.07003 -0.11 -0.15 0.22
C -1.84693 1.09781 1.73514 0.14 -0.28 0.04
C -2.20915 0.75355 3.02996 0.39 -0.10 -0.16
C -2.50217 2.20049 0.98440 0.16 -0.33 -0.06
O -2.82730 3.23706 1.49525 -0.49 0.47 0.33
C -2.70598 1.90753 -0.46020 -0.07 -0.08 -0.42
C -3.86715 2.30853 -1.10663 0.27 -0.10 -0.20
C -4.03556 1.96355 -2.43776 0.12 -0.14 -0.28
C -3.05909 1.25573 -3.12724 0.25 -0.05 0.29
C -1.88524 0.86924 -2.48577 0.04 0.14 0.16
I -0.46273 -0.22385 -3.57082 -0.20 0.09 0.02
C -1.71136 1.18721 -1.13917 -0.11 -0.01 -0.10
C -0.52084 0.78109 -0.32703 -0.41 0.11 0.17
O 0.60801 0.78870 -0.73390 0.47 -0.27 -0.38
H -2.91612 -0.20163 5.27149 -0.05 0.16 0.28
H -1.24209 -0.53848 5.79339 0.10 -0.03 0.18
H -0.06944 -1.81554 3.50091 0.11 -0.10 -0.10
H 0.60248 -1.16995 1.16114 0.14 -0.07 0.03
H -2.98499 1.30902 3.53309 -0.11 0.08 0.06
H -4.63189 2.85609 -0.58231 -0.03 0.11 0.17
H -4.93170 2.22586 -2.97870 -0.15 0.12 0.08
H -3.20023 0.99043 -4.16160 -0.09 -0.01 -0.14
C 0.91551 -5.86669 -1.62594 0.13 0.00 -0.04
C -0.13377 -5.70059 -2.72146 -0.08 -0.02 0.26
C -0.72408 -4.28676 -2.81983 -0.01 0.02 -0.21
O -1.65186 -3.94544 -1.80786 0.06 -0.02 0.06
C -1.08688 -3.54953 -0.57313 -0.16 0.03 -0.02
N -1.16859 -6.72497 -2.54808 -0.07 0.14 -0.11
H 0.46394 -5.97154 -0.64009 -0.06 0.04 0.00
H 1.50089 -6.76840 -1.80437 -0.04 -0.02 0.00
H 1.60247 -5.01816 -1.60167 -0.01 0.00 0.01
H 0.36340 -5.89204 -3.67714 -0.04 0.05 -0.05
H -1.28682 -4.22386 -3.75500 -0.05 0.01 0.03
H 0.06820 -3.52844 -2.87398 0.08 -0.04 0.08
H -0.16082 -2.98412 -0.72163 0.04 -0.02 -0.01
H -0.89385 -4.40744 0.07527 0.11 0.02 0.02
H -1.81149 -2.90725 -0.07041 -0.01 0.01 -0.04
H -1.79681 -6.70730 -3.34635 0.06 -0.07 -0.02
H -1.75090 -6.44758 -1.76214 0.05 -0.06 0.05
C 2.71424 3.38660 -0.57318 -0.16 0.00 0.03
C 3.36090 3.74891 0.76093 0.14 -0.05 -0.22
C 3.92774 5.17452 0.82361 -0.07 0.04 0.20
O 5.14160 5.37251 0.12516 -0.04 -0.01 -0.07
C 5.01738 5.54896 -1.27301 0.16 -0.01 0.05
N 4.36927 2.73734 1.09528 0.03 0.15 0.12
H 3.45341 3.14051 -1.33510 0.06 0.04 0.02
H 2.07648 2.51127 -0.45601 0.12 0.04 0.00
H 2.09624 4.20669 -0.94729 0.02 0.01 0.00
H 2.57776 3.69767 1.52406 0.02 0.05 0.05
H 4.16167 5.39703 1.86823 0.05 0.00 -0.02
H 3.17938 5.91054 0.49897 -0.03 -0.06 -0.08
H 4.11068 6.10521 -1.52807 -0.04 -0.03 -0.01
H 5.02064 4.59249 -1.80018 -0.11 0.02 -0.05
H 5.88313 6.11966 -1.60885 -0.01 0.02 0.04
H 4.70766 2.89963 2.03957 -0.05 -0.06 0.01
H 5.18029 2.90182 0.50470 -0.03 -0.07 -0.05